The following is a quantum chemistry calculation of a molecular structure, C23H51CrN4O3Sb, from the Open Molecules 2025 dataset.

F_max, hartree/bohr: 0.0322
Expectation value of S²: 4.10
LUMO energy (spin up / spin down), eV: -10.828 / -9.010
Multiplicity: 4
Energy, eV: -71712.7359
Net charge: +3
Molecular weight, g/mol: 605.442
HOMO-LUMO gap (spin up / spin down), eV: 6.4 / 8.4

Structure (XYZ):
```
83
Properties=species:S:1:pos:R:3:mulliken_spin:R:1
Cr -0.170 0.975 0.016 3.5897
C 2.946 0.945 1.028 0.0238
O 1.892 1.380 0.140 -0.0567
C 1.941 2.799 -0.150 -0.0001
C 1.271 3.012 -1.493 0.0002
O -0.019 2.344 -1.506 -0.0245
C -1.232 3.121 -1.689 -0.0009
C -2.175 2.890 -0.523 -0.0005
O -2.209 1.470 -0.242 -0.0450
C -3.362 1.082 0.536 0.0228
H 3.911 1.131 0.559 0.0027
H 2.891 1.481 1.977 0.0017
H 2.828 -0.123 1.185 -0.0082
H 1.437 3.353 0.648 -0.0019
H 2.977 3.134 -0.213 0.0041
H 1.167 4.076 -1.697 -0.0006
H 1.874 2.556 -2.278 -0.0029
H -1.011 4.184 -1.768 -0.0010
H -1.690 2.792 -2.621 -0.0027
H -1.853 3.431 0.372 -0.0016
H -3.172 3.234 -0.803 0.0032
H -4.267 1.266 -0.041 0.0025
H -3.280 0.017 0.741 -0.0074
H -3.405 1.654 1.465 0.0027
C 1.008 2.688 5.944 0.0001
C 0.294 1.363 6.194 0.0017
C 1.202 0.161 5.946 0.0000
C -1.022 1.248 5.389 -0.0022
N -0.786 1.120 3.951 0.0140
C -0.654 0.011 3.208 0.0201
N -0.381 0.400 1.982 -0.0509
N -0.371 1.746 2.003 0.0057
N -0.622 2.188 3.172 0.0060
H 1.953 2.706 6.486 0.0000
H 0.413 3.533 6.293 0.0000
H 1.232 2.845 4.887 -0.0002
H -0.034 1.345 7.235 -0.0005
H 1.698 0.218 4.971 0.0000
H 0.653 -0.781 6.016 0.0001
H 1.983 0.129 6.704 0.0001
H -1.629 2.140 5.538 0.0003
H -1.577 0.369 5.710 0.0004
H -0.740 -1.004 3.561 0.0039
C 1.115 -2.674 0.662 0.0051
C -0.060 -2.844 -0.294 -0.0509
C -1.383 -2.755 0.464 0.0189
C 0.035 -4.161 -1.046 -0.0270
Sb -0.033 -1.107 -1.743 -0.2942
C 1.916 -1.157 -3.005 -0.0501
C 1.778 -0.051 -4.038 -0.0120
C 3.054 -0.877 -2.040 -0.0180
C 2.031 -2.523 -3.639 -0.0010
C -1.859 -1.243 -3.189 -0.0530
C -1.854 -2.633 -3.783 -0.0038
C -1.657 -0.154 -4.226 -0.0132
C -3.097 -0.986 -2.350 -0.0176
H 1.062 -3.461 1.420 0.0005
H 1.086 -1.710 1.177 0.0092
H 2.075 -2.789 0.160 0.0016
H -1.385 -3.506 1.260 0.0002
H -2.234 -2.977 -0.179 0.0006
H -1.527 -1.775 0.923 0.0046
H 0.011 -4.981 -0.322 -0.0046
H 0.963 -4.255 -1.607 0.0012
H -0.801 -4.309 -1.726 0.0014
H 1.442 0.892 -3.603 0.0028
H 1.100 -0.329 -4.842 -0.0011
H 2.759 0.123 -4.491 0.0008
H 3.002 0.133 -1.633 0.0034
H 3.995 -0.961 -2.595 0.0016
H 3.103 -1.598 -1.226 0.0002
H 1.166 -2.786 -4.245 0.0024
H 2.212 -3.309 -2.908 0.0002
H 2.895 -2.506 -4.312 -0.0082
H -0.906 -2.894 -4.251 0.0029
H -2.614 -2.669 -4.571 -0.0084
H -2.116 -3.393 -3.050 -0.0002
H -0.882 -0.410 -4.945 -0.0011
H -1.418 0.810 -3.771 0.0018
H -2.588 -0.031 -4.786 0.0006
H -3.200 -1.690 -1.526 0.0021
H -3.975 -1.116 -2.991 0.0008
H -3.118 0.034 -1.969 0.0029
```